Entry 1:
{"formula": "C5H9IN2O4S", "method": "wB97M-V/def2-TZVPD", "total_charge": 0, "homo_energy_ev": -9.54, "total_energy_ha": -1302.132099, "gap_ev": 9.41, "molar_mass_g_mol": 320.1, "relative_energy_kj_mol": 213.6, "multiplicity": 1, "species": ["H", "I", "O", "S", "H", "N", "H", "C", "H", "O", "C", "H", "C", "N", "H", "H", "C", "O", "O", "H", "H", "C"], "positions_angstrom": [[1.17, 1.29, 2.10], [-2.81, 0.76, 0.16], [-1.77, -2.35, -0.25], [-0.54, -1.78, -0.72], [0.31, 2.55, 1.10], [-0.51, 2.01, -1.56], [-0.12, -3.06, 1.09], [0.63, -1.34, 1.69], [2.27, 0.02, 0.23], [0.44, -2.64, -1.20], [0.33, 0.71, 0.23], [1.48, 0.09, -1.45], [1.70, 0.65, -0.44], [0.09, -0.78, 0.50], [2.35, 1.48, -0.48], [-0.74, 1.39, 2.03], [-0.75, 1.29, -0.59], [0.47, -2.59, 1.72], [-1.01, -0.76, -1.86], [-1.28, 2.44, -2.06], [-2.02, -0.94, -1.72], [0.31, 1.57, 1.49]], "lowdin_charge": [0.081, 0.899, -0.319, 0.513, 0.071, 0.158, 0.102, -0.104, 0.082, -0.196, -0.603, 0.130, -0.015, -0.173, 0.071, 0.089, -0.693, 0.053, -0.242, 0.075, 0.066, -0.048]}


Entry 2:
{"formula": "C5H9IOS", "method": "wB97M-V/def2-TZVPD", "total_charge": 0, "homo_energy_ev": -8.92, "total_energy_ha": -966.958082, "gap_ev": 8.95, "molar_mass_g_mol": 244.1, "smiles": "CC(C)(I)C=C=O.S", "relative_energy_kj_mol": 86.3, "multiplicity": 1, "species": ["C", "C", "C", "H", "O", "H", "H", "H", "I", "C", "C", "S", "H", "H", "H", "H", "H"], "positions_angstrom": [[-0.70, -0.32, 1.89], [0.12, 1.20, 0.21], [-0.32, -0.11, 0.46], [-1.71, 0.11, 2.05], [-0.39, 2.65, -1.66], [2.96, 2.60, -1.59], [-1.01, -0.59, -1.57], [2.78, 0.79, -2.12], [1.55, -1.37, 0.18], [-1.30, -0.69, -0.57], [-0.11, 1.92, -0.83], [3.56, 1.84, -2.55], [-0.55, -1.43, 2.09], [0.96, 1.59, 0.67], [-0.26, 0.33, 2.59], [-2.36, -0.15, -0.36], [-1.50, -1.86, -0.31]], "lowdin_charge": [-0.157, -0.223, -0.882, 0.100, 0.211, -0.226, 0.040, -0.239, 0.765, -0.145, -0.200, 0.445, 0.078, 0.106, 0.067, 0.135, 0.127]}


Entry 3:
{"formula": "C5H9KO11S", "method": "wB97M-V/def2-TZVPD", "total_charge": -2, "homo_energy_ev": -0.34, "total_energy_ha": -2021.669826, "gap_ev": 4.40, "molar_mass_g_mol": 316.3, "multiplicity": 1, "species": ["O", "K", "O", "O", "C", "H", "C", "H", "S", "C", "H", "O", "C", "O", "O", "H", "H", "O", "O", "O", "C", "H", "O", "H", "H", "O", "H"], "positions_angstrom": [[-10.76, 2.43, -16.50], [-8.63, 0.66, -12.62], [-10.86, 0.97, -10.81], [-6.59, 4.86, -11.16], [-8.22, 6.18, -10.08], [-8.30, 6.86, -9.24], [-7.03, 6.23, -11.04], [-7.29, 6.61, -12.03], [-7.56, 3.71, -10.56], [-10.35, 0.64, -9.73], [-5.70, 0.25, -14.51], [-8.53, 3.34, -11.65], [-10.90, 2.30, -15.20], [-5.99, -0.40, -12.59], [-8.18, 4.84, -9.55], [-4.47, 0.87, -13.41], [-10.29, 0.59, -8.06], [-9.30, 0.02, -9.75], [-11.03, 0.92, -8.59], [-11.99, 2.16, -14.79], [-5.13, 0.03, -13.61], [-9.16, 6.34, -10.60], [-9.92, 2.51, -14.39], [-11.65, 2.09, -16.63], [-6.13, 6.83, -10.94], [-6.77, 2.68, -9.90], [-4.48, -0.82, -13.81]], "lowdin_charge": [0.071, 0.819, -0.089, -0.227, -0.156, 0.122, -0.149, 0.119, 0.744, -0.931, 0.025, -0.278, -0.961, -0.519, -0.221, 0.018, 0.072, -0.053, 0.048, 0.007, -0.448, 0.125, -0.144, 0.080, 0.117, -0.209, 0.017]}


Entry 4:
{"formula": "C5H9Li2O4", "method": "wB97M-V/def2-TZVPD", "s_squared": 0.75, "total_charge": 0, "homo_energy_ev": [-6.13, -6.86], "total_energy_ha": -511.887094, "gap_ev": [5.01, 5.50], "molar_mass_g_mol": 147.0, "relative_energy_kj_mol": 13.8, "multiplicity": 2, "species": ["Li", "C", "H", "H", "H", "O", "C", "H", "Li", "C", "H", "H", "O", "O", "O", "C", "C", "H", "H", "H"], "positions_angstrom": [[-2.02, 0.45, 0.93], [0.11, 0.61, 0.62], [-3.22, 2.87, -1.15], [-1.51, 2.88, -1.63], [2.09, 2.65, 0.83], [1.03, 0.43, -0.44], [2.30, 1.59, 1.10], [-1.59, 0.32, -1.74], [1.24, -0.88, 2.47], [-2.47, 0.97, -1.84], [2.80, 1.32, -1.02], [2.98, -0.17, -0.08], [-0.54, -0.45, 1.00], [1.19, 1.07, 1.78], [-1.88, 2.10, 0.23], [-2.28, 2.28, -1.08], [2.39, 0.75, -0.18], [-2.65, 1.15, -2.91], [3.23, 1.57, 1.68], [-3.33, 0.41, -1.44]], "lowdin_spin": [0.006, 0.494, 0.006, 0.000, 0.001, 0.098, 0.008, 0.000, 0.020, -0.001, 0.000, 0.007, 0.120, 0.075, 0.141, 0.007, 0.014, 0.000, 0.003, 0.000]}


Entry 5:
{"formula": "C5H9N", "method": "wB97M-V/def2-TZVPD", "s_squared": 0.79, "total_charge": -1, "homo_energy_ev": [-1.53, -1.20], "total_energy_ha": -250.420278, "gap_ev": [5.92, 5.48], "molar_mass_g_mol": 83.1, "relative_energy_kj_mol": 429.4, "multiplicity": 2, "species": ["C", "H", "H", "H", "H", "C", "H", "C", "H", "C", "C", "N", "H", "H", "H"], "positions_angstrom": [[-0.38, -0.40, 1.75], [-0.64, 0.37, 2.56], [0.15, -2.39, 1.42], [-0.77, 1.88, -0.21], [0.07, -2.05, 3.14], [-0.35, 0.88, -0.49], [-0.47, -1.21, -0.21], [-0.42, -0.19, 0.32], [0.65, 2.46, -2.95], [-0.05, 0.72, -1.99], [0.38, -1.64, 2.24], [0.13, 1.64, -3.26], [1.47, -1.27, 2.44], [0.94, 1.16, -2.23], [-0.72, 0.05, -2.52]], "lowdin_spin": [0.222, 0.012, 0.001, 0.006, 0.001, 0.086, -0.001, 0.014, 0.007, 0.170, 0.031, 0.398, 0.015, 0.035, 0.001]}


Entry 6:
{"formula": "C5H9N", "method": "wB97M-V/def2-TZVPD", "total_charge": 0, "homo_energy_ev": -8.07, "total_energy_ha": -250.539619, "gap_ev": 8.77, "molar_mass_g_mol": 83.1, "smiles": "C=NC(=C)CC", "relative_energy_kj_mol": 334.3, "multiplicity": 1, "species": ["H", "H", "H", "C", "C", "C", "H", "H", "H", "C", "H", "C", "N", "H", "H"], "positions_angstrom": [[-2.19, 1.32, 1.65], [-1.31, -1.46, -1.75], [1.14, -1.42, 0.23], [0.76, 0.70, -0.26], [-1.17, -1.60, -0.67], [-0.67, 0.71, 0.14], [-1.22, 2.69, 0.76], [-1.00, -2.65, -0.44], [2.42, -0.72, -0.62], [1.74, -0.52, 0.11], [1.02, 1.78, -0.01], [-1.42, 1.62, 0.85], [-1.23, -0.68, 0.26], [0.97, 0.66, -1.32], [2.16, -0.43, 1.07]], "lowdin_charge": [0.085, 0.069, 0.047, -0.184, -0.058, -0.339, 0.040, 0.061, 0.029, -0.051, 0.124, 0.020, 0.008, 0.088, 0.058]}


Entry 7:
{"formula": "C5H9N", "method": "wB97M-V/def2-TZVPD", "total_charge": 0, "homo_energy_ev": [-7.03, -7.03], "total_energy_ha": -250.524643, "gap_ev": [7.86, 7.86], "molar_mass_g_mol": 83.1, "relative_energy_kj_mol": 373.6, "multiplicity": 1, "species": ["C", "H", "H", "C", "H", "H", "H", "H", "C", "H", "H", "H", "N", "C", "C"], "positions_angstrom": [[-1.51, 0.79, -0.29], [1.80, -0.97, -1.48], [2.86, 0.37, 0.44], [-1.62, -0.61, 0.21], [-1.21, 0.92, -1.33], [0.90, -2.13, -0.30], [-2.38, -0.84, 0.95], [-0.45, 0.61, 1.66], [1.16, -1.13, -0.63], [1.76, 1.87, 0.15], [-2.19, 1.55, 0.09], [-1.41, -1.41, -0.50], [0.86, -0.05, 0.11], [1.89, 0.80, 0.27], [-0.47, 0.24, 0.64]], "lowdin_charge": [-0.095, 0.050, 0.052, -0.110, 0.109, 0.058, 0.103, 0.143, -0.017, 0.058, 0.099, 0.092, -0.280, -0.009, -0.253]}


Entry 8:
{"formula": "C5H9N", "method": "wB97M-V/def2-TZVPD", "total_charge": 0, "homo_energy_ev": -9.05, "total_energy_ha": -250.581461, "gap_ev": 9.79, "molar_mass_g_mol": 83.1, "smiles": "C=CC=C.C=N", "relative_energy_kj_mol": 224.4, "multiplicity": 1, "species": ["H", "H", "H", "H", "C", "H", "C", "H", "C", "C", "H", "C", "N", "H", "H"], "positions_angstrom": [[1.24, -0.57, -2.25], [1.17, 1.85, -1.82], [-1.02, -1.51, 0.34], [-1.76, -1.35, 2.51], [-1.83, -2.12, 0.75], [-2.34, -2.84, 0.07], [0.96, 1.67, -0.78], [0.69, 2.60, 1.14], [0.98, -0.76, -1.19], [0.80, 0.29, -0.33], [1.02, 3.75, -0.32], [0.89, 2.73, 0.06], [-2.23, -2.09, 1.98], [0.87, -1.78, -0.86], [0.55, 0.13, 0.70]], "lowdin_charge": [0.069, 0.095, 0.018, 0.027, -0.123, 0.063, -0.204, 0.061, 0.003, -0.208, 0.053, 0.008, 0.007, 0.040, 0.090]}